Record 1
Density functional theory data (ωB97M-V/def2-TZVPD) for a structure of composition C27H24CuNO2P2S2.

Structure (XYZ):
```
59
C27H24CuNO2P2S2 ωB97M-V/def2-TZVPD
Cu 0.8443 -0.4940 -2.5377
S -1.0360 1.7916 -2.1454
P 0.0245 1.2463 -0.5373
C 0.5738 -0.3614 -0.5483
P -0.4756 -1.6709 -0.4290
S -0.7301 -2.4287 -2.2791
C 0.2020 -2.9776 0.6535
C -0.4530 -4.2000 0.7792
C 0.0527 -5.1781 1.6189
C 1.2224 -4.9422 2.3353
C 1.8826 -3.7298 2.2046
C 1.3721 -2.7462 1.3631
C -2.0879 -1.3358 0.3608
C -3.1819 -0.9844 -0.4220
C -4.3803 -0.6206 0.1778
C -4.4873 -0.5949 1.5607
C -3.3939 -0.9326 2.3482
C -2.1989 -1.3050 1.7511
C 1.5022 2.3217 -0.4649
C 2.7778 1.7846 -0.5881
C 3.8879 2.6224 -0.5824
C 3.7287 3.9922 -0.4319
C 2.4529 4.5307 -0.2997
C 1.3463 3.6985 -0.3259
C -0.8306 1.6874 1.0151
C -2.1144 2.2126 1.0173
C -2.7456 2.5058 2.2212
C -2.0929 2.2775 3.4230
C -0.8056 1.7507 3.4249
C -0.1779 1.4537 2.2252
H -1.3575 -4.3823 0.2094
H -0.4571 -6.1289 1.7172
H 1.6190 -5.7097 2.9890
H 2.7987 -3.5487 2.7537
H 1.8682 -1.7912 1.2270
H -3.0780 -0.9936 -1.4997
H -5.2291 -0.3472 -0.4373
H -5.4205 -0.3029 2.0279
H -3.4706 -0.8983 3.4281
H -1.3452 -1.5665 2.3651
H 2.8941 0.7160 -0.7153
H 4.8761 2.1975 -0.7074
H 4.5948 4.6434 -0.4252
H 2.3252 5.6008 -0.1865
H 0.3484 4.1167 -0.2486
H -2.6107 2.3785 0.0683
H -3.7524 2.9064 2.2199
H -2.5857 2.5050 4.3610
H -0.2950 1.5695 4.3632
H 0.8218 1.0335 2.2160
N 0.6193 -0.3985 -4.5594
C 1.8923 0.0698 -5.1396
C 3.0959 -0.1820 -4.2071
O 4.2072 -0.1071 -4.7198
O 2.8151 -0.4269 -2.9847
H 0.3660 -1.3249 -4.8772
H -0.1556 0.2274 -4.7407
H 1.8339 1.1502 -5.2765
H 2.1031 -0.3796 -6.1088
```

Values from the calculation:
* gap between HOMO and LUMO (spin up / spin down): 6.9 / 6.8 eV
* maximum force: 0.0097 Eh/bohr
* 2S+1: 2
* total charge: -1

=====

Record 2
Density functional theory data (ωB97M-V/def2-TZVPD) for the ion C29H30N with charge +1.

Structure (XYZ):
```
60
C29H30N ωB97M-V/def2-TZVPD
C 1.2011 1.4471 2.9337
C -0.1263 1.0665 3.5636
C -1.1230 0.5547 2.5341
N -1.1880 1.3376 1.2674
C -2.2388 1.2053 0.4817
C -3.3826 0.2558 0.7826
C -3.7025 -0.2954 -0.6336
C -3.2861 0.7769 -1.6528
C -2.2934 1.7116 -0.9270
C -0.0344 2.1451 0.8125
C 0.9710 2.5344 1.8946
H 1.8852 1.8051 3.7059
H 1.6565 0.5657 2.4669
H -0.0010 0.2800 4.3150
H -0.5754 1.9272 4.0721
H -0.9129 -0.5026 2.2934
H -2.1164 0.5615 3.0031
H -2.9434 -0.5962 1.3383
H -3.0219 -1.1442 -0.7755
H -4.7183 -0.6886 -0.7554
H -2.7956 0.2999 -2.5094
H -4.1610 1.3182 -2.0326
H -2.6650 2.7557 -0.9473
H -1.2984 1.7040 -1.4093
H 0.4925 1.5907 0.0166
H -0.4121 3.0725 0.3491
H 0.6145 3.4443 2.3880
H 1.9152 2.7858 1.3985
C -4.5283 0.8004 1.5747
C -5.8410 0.9411 0.7718
C -5.8888 1.8570 -0.2771
C -6.9607 1.8620 -1.1762
C -8.0105 0.9567 -1.0005
C -8.0294 0.1259 0.1202
C -6.9763 0.1750 1.0428
C -4.6898 -0.1962 2.7374
C -4.3701 0.4189 3.9562
C -4.3083 -0.3346 5.1260
C -4.6074 -1.6990 5.0587
C -4.8733 -2.3178 3.8268
C -4.8889 -1.5682 2.6434
C -4.1069 1.8459 3.7131
C -4.2335 2.1211 2.3378
C -4.2029 3.4421 1.9057
C -4.0934 4.4683 2.8609
C -3.8495 4.1749 4.2096
C -3.7959 2.8437 4.6313
H -5.0739 2.5638 -0.4195
H -6.9532 2.5687 -2.0067
H -8.8214 0.9185 -1.7279
H -8.8540 -0.5701 0.2920
H -7.0355 -0.4091 1.9596
H -4.0580 0.1725 6.0559
H -4.6331 -2.2926 5.9728
H -5.0737 -3.3879 3.7806
H -5.0595 -2.0339 1.6685
H -4.2418 3.7130 0.8475
H -4.1735 5.5063 2.5377
H -3.6946 4.9793 4.9297
H -3.5416 2.5459 5.6497
```

Values from the calculation:
* SMILES string: c1ccc(C2([C@H]3CCCC3=[N+]3CCCCC3)c3ccccc3-c3ccccc32)cc1
* gap between HOMO and LUMO: 7.7 eV
* maximum force: 0.0557 Eh/bohr
* 2S+1: 1
* total charge: +1

=====

Record 3
Density functional theory data (ωB97M-V/def2-TZVPD) for a structure of composition C4H8INS.

Structure (XYZ):
```
15
C4H8INS ωB97M-V/def2-TZVPD
C -0.6461 1.9779 0.5530
C -0.6804 0.7736 1.3564
C 0.3591 1.5016 -0.6047
C 1.4400 -3.2953 -0.9204
N -1.4401 -0.2294 1.2734
S 0.6373 -3.4693 0.4737
I -2.7944 -0.3962 -0.2299
H -0.1368 2.8057 1.1741
H 0.1202 0.6323 2.1016
H 0.0134 0.4637 -0.7693
H 0.0774 2.1304 -1.3599
H 1.3506 1.5000 -0.2815
H -1.5838 2.0395 0.0302
H 1.6579 -2.2196 -1.2864
H 1.6257 -4.2147 -1.5101
```

Values from the calculation:
* gap between HOMO and LUMO: 8.4 eV
* maximum force: 0.0740 Eh/bohr
* 2S+1: 1

=====

Record 4
Density functional theory data (ωB97M-V/def2-TZVPD) for the molecule C5H7NO.

Structure (XYZ):
```
14
C5H7NO ωB97M-V/def2-TZVPD
N 1.0325 0.4625 2.2687
C 0.3246 0.1681 1.2618
O -1.0290 -0.0382 1.1411
C -1.3568 -0.6167 -0.1855
C -0.0793 -0.5711 -0.9983
C 0.4460 0.8105 -1.1946
C 0.9539 -0.0300 -0.0592
H 0.5531 0.5884 3.1544
H -2.1570 0.0328 -0.5405
H -1.7484 -1.6495 -0.1689
H 0.1962 -1.3865 -1.6621
H -0.2512 1.6163 -0.9743
H 1.1442 1.0015 -1.9999
H 1.9712 -0.3880 -0.0428
```

Values from the calculation:
* SMILES string: [H]/N=C1\OC[C@H]2C[C@@H]12
* gap between HOMO and LUMO: 10.7 eV
* maximum force: 0.0174 Eh/bohr
* 2S+1: 1

=====

Record 5
Density functional theory data (ωB97M-V/def2-TZVPD) for a cluster of 2 separate species, C4H10BNO6S in total.

Structure (XYZ):
```
23
C4H10BNO6S ωB97M-V/def2-TZVPD
O 2.2773 2.7781 1.2959
N 1.4539 2.4550 0.5782
O 1.5256 0.9590 0.3201
C 0.8017 0.2414 1.2666
S -0.5168 -0.6530 0.3582
C -2.1484 -0.3106 1.0523
B -2.4397 1.2363 1.4038
O -1.8905 1.8729 2.4709
O -3.3126 1.9431 0.6326
H 0.3891 0.9032 2.0269
H 1.4612 -0.4961 1.7208
H -0.2683 -1.9481 0.6344
H -2.3303 -0.9678 1.9031
H -2.8283 -0.6247 0.2614
H -1.3976 1.3004 3.0672
H -3.1070 1.9163 -0.3091
C 2.1878 -1.0187 -2.7427
C 1.1828 -2.1809 -2.5972
O 0.5555 -2.5222 -3.6061
O 1.0958 -2.6803 -1.4317
H 2.2062 -0.6440 -3.7647
H 1.9144 -0.2009 -2.0708
H 3.1882 -1.3586 -2.4700
```

Values from the calculation:
* gap between HOMO and LUMO: 5.1 eV
* maximum force: 0.0246 Eh/bohr
* 2S+1: 1

=====

Record 6
Density functional theory data (ωB97M-V/def2-TZVPD) for a cluster of 2 separate species, CH5BrO in total.

Structure (XYZ):
```
8
CH5BrO ωB97M-V/def2-TZVPD
Br 1.3504 -0.8331 0.7983
C -0.3773 0.1403 0.9407
H -0.4077 1.1432 0.4826
H -0.7514 0.2148 1.9757
H -1.0466 -0.5268 0.3719
O 0.3676 0.3141 -1.6942
H -0.3111 -0.2063 -1.2077
H 1.1761 -0.2461 -1.6673
```

Values from the calculation:
* SMILES string: CBr.O
* gap between HOMO and LUMO: 10.9 eV
* maximum force: 0.0284 Eh/bohr
* 2S+1: 1

=====

Sequential relative energy (zero: lowest compared OMol25 entry of this formula, charge and spin) output: 0.0 0.0 62.3 30.8 114.0 12.0 kcal per mole